Entry from the OMol25 dataset: a cluster of 8 separate species, C22H60FINO13P in total at a distorted geometry (ωB97M-V with the def2-TZVPD basis set).

Values from the calculation:
orbital gap: 0.3196 hartree
multiplicity: 1
max |F|: 2.283 eV/A
E: -71997.78830 eV
SMILES: NP(O)CO[C@](F)(I)COCCOCOCCO.CCO.CCO.CCO.CCO.CCO.CCO.CCO

Geometry as XYZ:
```
99
Properties=species:S:1:pos:R:3:forces:R:3
N -3.887735 2.727787 1.362305 0.09 -0.61 1.18
P -3.828949 1.113159 1.937256 0.03 -1.19 -1.95
O -5.085393 1.062380 2.984371 0.31 1.43 0.70
C -2.220927 1.071292 2.919429 -2.10 0.13 -0.01
O -1.714733 -0.252245 2.758697 -0.82 0.22 -0.19
C -0.394380 -0.291290 2.581273 0.78 -0.90 1.57
F -0.057590 -0.082692 1.316488 0.44 0.72 -1.48
I 0.153669 -2.368249 2.974664 0.00 -0.20 0.09
C 0.408716 0.593464 3.555451 0.58 0.00 -0.44
O 0.704952 1.884467 3.102763 -0.38 0.03 -0.35
C 1.954540 2.071806 2.454150 0.01 1.11 -0.18
C 1.831139 2.643746 1.036518 -1.15 -0.99 0.93
O 2.469855 1.795472 0.127471 0.25 0.62 -0.47
C 3.695859 2.312365 -0.305079 0.35 -0.32 -0.21
O 4.760853 1.528422 0.123585 0.16 0.37 0.08
C 5.092806 0.526779 -0.800990 0.91 0.00 0.62
C 5.841635 1.010340 -2.015183 -1.43 0.45 -0.58
O 6.145700 -0.113278 -2.808269 0.79 -0.37 -0.10
H -3.791327 2.738609 0.367149 -0.08 0.01 -0.46
H -3.154936 3.274101 1.769950 0.16 0.77 0.13
H -5.280993 0.161591 3.230664 0.12 -0.75 -0.16
H -2.458017 1.224781 3.962318 0.26 0.31 0.47
H -1.593220 1.835364 2.500674 0.57 0.22 -0.01
H -0.162000 0.673980 4.459919 -0.43 0.04 0.48
H 1.316380 0.080456 3.803976 0.60 -0.30 0.11
H 2.555266 1.186135 2.365659 0.10 -0.66 0.23
H 2.479523 2.815826 3.031341 0.40 0.08 0.58
H 2.165754 3.665621 0.976402 0.39 0.37 -0.07
H 0.776278 2.657983 0.820631 -0.58 -0.02 -0.32
H 3.902234 3.300537 0.071413 -0.26 0.47 0.33
H 3.657388 2.368566 -1.380581 0.09 -0.08 -0.59
H 4.223368 -0.030161 -1.061280 -0.95 -0.50 -0.51
H 5.745126 -0.158357 -0.288586 0.29 -0.38 0.36
H 6.712938 1.574838 -1.747511 0.79 -0.10 0.15
H 5.239075 1.682119 -2.629296 -0.05 0.23 0.15
H 5.305832 -0.480792 -3.090343 -0.01 -0.17 -0.20
C -5.120737 -4.062129 3.335473 0.01 -0.05 0.12
C -5.483484 -2.591545 3.295633 0.17 -0.27 -0.47
O -4.395410 -1.815114 2.777744 -0.35 0.16 0.65
H -4.238412 -4.217709 3.956462 0.00 0.04 0.05
H -5.943614 -4.655545 3.733574 -0.04 0.00 -0.05
H -4.879259 -4.425543 2.334321 -0.10 -0.01 -0.03
H -5.703474 -2.227462 4.300414 0.13 0.13 -0.02
H -6.365759 -2.428087 2.667323 -0.09 -0.08 0.14
H -4.206083 -2.126473 1.890193 0.11 0.08 -0.18
C 1.236325 -3.663788 -2.032436 -0.02 0.04 -0.03
C 0.655366 -2.310175 -2.398265 0.01 -0.36 -0.55
O 1.057283 -1.918472 -3.720632 0.07 0.21 0.37
H 2.325919 -3.649879 -2.082976 -0.02 0.08 0.05
H 0.933781 -3.954178 -1.026071 -0.01 -0.05 0.01
H 0.889826 -4.424293 -2.736311 -0.06 -0.05 0.07
H 1.002551 -1.544565 -1.715911 0.10 0.23 0.02
H -0.437108 -2.334016 -2.353542 -0.02 0.00 0.14
H 0.738968 -2.586003 -4.332862 -0.03 -0.07 -0.05
C 3.963223 1.478029 -6.160583 -0.07 -0.04 0.01
C 3.873889 2.810531 -5.441274 0.37 -0.10 -0.24
O 4.996882 3.006206 -4.579695 -0.35 0.08 0.20
H 4.012008 0.660260 -5.440315 -0.06 0.00 0.03
H 3.099322 1.326334 -6.810761 0.03 0.02 -0.03
H 4.870251 1.426779 -6.767583 -0.03 0.04 -0.06
H 2.980035 2.849532 -4.821245 0.05 0.07 0.10
H 3.831568 3.633881 -6.161680 -0.17 -0.03 -0.01
H 5.787246 2.981667 -5.122709 0.17 -0.04 -0.04
C 0.803913 -0.895803 -8.269424 0.04 0.05 0.05
C 0.138835 0.465666 -8.368188 0.21 -0.13 -0.33
O 1.074326 1.469602 -8.760032 -0.12 0.09 0.35
H 1.622781 -0.867033 -7.550459 -0.04 0.01 0.07
H 0.090054 -1.659894 -7.958842 0.00 -0.02 -0.03
H 1.229654 -1.188233 -9.231854 -0.08 -0.04 -0.04
H -0.266228 0.762978 -7.403153 0.04 0.12 0.00
H -0.681053 0.440829 -9.093784 -0.10 -0.06 0.11
H 1.427705 1.220215 -9.615663 0.08 -0.02 -0.15
C -6.348249 1.128021 6.392218 -0.04 -0.13 0.08
C -6.712873 2.598601 6.346757 0.17 -0.09 -0.41
O -5.641579 3.366712 5.808276 -0.03 0.11 0.23
H -5.454076 0.973428 6.996089 -0.01 0.03 0.07
H -7.160537 0.528983 6.809702 0.00 0.00 -0.01
H -6.126019 0.765029 5.388094 -0.07 -0.01 -0.04
H -6.915447 2.976201 7.347322 0.07 0.12 0.00
H -7.606342 2.755149 5.732105 -0.09 -0.06 0.13
H -5.471064 3.039175 4.919461 0.01 -0.05 -0.11
C 10.633843 -0.686300 -1.735009 0.05 0.02 -0.01
C 10.197825 0.611783 -2.392063 -0.35 -0.24 0.12
O 9.150102 0.387995 -3.327696 0.21 0.11 0.00
H 10.970600 -1.397942 -2.488431 0.05 0.03 -0.04
H 11.445102 -0.515409 -1.025016 -0.02 -0.02 0.02
H 9.798575 -1.148608 -1.204637 0.00 0.05 0.07
H 11.027254 1.060475 -2.936455 -0.05 0.05 -0.08
H 9.853830 1.327468 -1.635366 0.18 0.03 0.04
H 8.406833 0.001566 -2.850234 -0.18 -0.04 -0.20
C -9.260550 -3.160829 5.910507 0.05 0.06 0.00
C -9.029832 -2.770540 4.461645 -0.31 -0.44 0.11
O -8.685346 -3.918319 3.682653 0.33 0.35 -0.05
H -8.367032 -3.627638 6.324773 0.05 0.05 0.00
H -9.515312 -2.290291 6.516386 -0.03 -0.01 0.02
H -10.070717 -3.888902 5.989549 -0.08 0.07 0.00
H -8.208117 -2.061633 4.383485 0.06 -0.05 -0.13
H -9.926555 -2.307796 4.036756 0.05 0.14 0.07
H -9.414092 -4.537873 3.746846 -0.11 -0.14 -0.02
```
Forces are in eV/Å.